Here is a molecular structure, C40H28N13S2Yb from OMol25. Energies are from wB97M-V/def2-TZVPD.

The geometry in XYZ format:
```
84
C40H28N13S2Yb wB97M-V/def2-TZVPD
Yb 1.92 -0.03 0.87
C 1.46 -4.42 2.69
C 1.98 -3.14 2.51
N 1.21 -2.13 2.16
C -0.10 -2.37 1.98
C -0.60 -3.65 2.16
N 0.17 -4.67 2.51
C -0.93 -1.19 1.63
C -2.24 -1.25 1.19
C -2.93 -0.06 0.93
C -2.25 1.14 1.16
C -0.94 1.12 1.59
N -0.29 -0.03 1.80
C -0.12 2.32 1.91
C -0.63 3.60 2.03
N 0.13 4.64 2.36
C 1.41 4.39 2.59
C 1.95 3.11 2.47
N 1.19 2.08 2.12
C -4.33 -0.07 0.41
C -5.05 1.11 0.24
C -6.33 1.04 -0.30
N -6.91 -0.09 -0.69
C -6.22 -1.21 -0.52
C -4.94 -1.25 0.01
H 2.10 -5.25 2.98
H 3.04 -2.94 2.66
H -1.66 -3.86 2.04
H -2.72 -2.20 1.05
H -2.74 2.09 0.98
H -1.68 3.81 1.87
H 2.04 5.23 2.87
H 3.00 2.92 2.65
H -4.67 2.07 0.53
H -6.90 1.95 -0.43
H -6.70 -2.12 -0.84
H -4.46 -2.22 0.09
N 2.20 0.00 4.56
C 3.40 0.00 3.95
N 3.54 -0.01 2.63
C 4.90 -0.01 2.29
C 5.75 -0.01 3.33
S 4.87 0.00 4.82
C 5.21 -0.02 0.86
C 6.42 0.00 0.28
S 6.26 -0.01 -1.44
C 4.55 -0.04 -1.28
N 4.13 -0.04 -0.02
N 3.73 -0.06 -2.34
H 1.35 0.05 4.01
H 2.12 0.04 5.56
H 6.83 -0.02 3.33
H 7.40 0.01 0.74
H 4.09 -0.02 -3.27
H 2.73 -0.04 -2.20
N -5.60 0.28 -6.41
C -4.70 0.23 -5.70
C -3.57 0.18 -4.80
C -3.71 0.67 -3.51
C -2.64 0.62 -2.64
C -1.43 0.07 -3.05
C -1.29 -0.41 -4.34
C -2.36 -0.35 -5.22
C -0.30 0.03 -2.07
C 0.25 1.26 -1.71
C -0.05 2.51 -2.30
C 0.81 3.44 -1.76
C 1.61 2.74 -0.85
N 1.29 1.43 -0.78
C 0.14 -1.23 -1.66
C -0.33 -2.47 -2.15
C 0.48 -3.46 -1.62
C 1.40 -2.80 -0.80
N 1.22 -1.47 -0.79
H -4.66 1.08 -3.19
H -2.74 1.02 -1.64
H -0.35 -0.83 -4.67
H -2.26 -0.72 -6.24
H -0.79 2.67 -3.07
H 0.89 4.49 -2.00
H 2.42 3.14 -0.25
H -1.15 -2.60 -2.83
H 0.43 -4.52 -1.80
H 2.21 -3.26 -0.24
```

Kohn-Sham gap (spin up / spin down)	6.47 / 6.48	eV
2S+1	2
expectation value of S²	0.751
E_LUMO (spin up / spin down)	-6.47 / -6.47	eV
charge	+2
energy	-114498.248	eV

Partial charges, Mulliken, in e: 0.63 -0.52 -0.42 0.15 -0.26 -0.34 -0.56 0.43 -1.07 1.75 -0.41 0.34 0.57 -0.40 -0.31 -0.57 -0.54 -0.43 0.09 0.75 -0.12 -0.63 -0.55 -0.51 -0.66 0.42 0.41 0.46 0.39 0.37 0.47 0.43 0.43 0.39 0.41 0.41 0.33 -0.18 0.05 1.03 -0.82 -0.23 -0.16 -0.39 -0.45 -0.18 0.44 -0.15 -0.23 -0.01 0.25 0.48 0.48 0.23 0.00 -0.47 -0.29 0.54 -1.05 -0.13 -0.32 -0.37 -0.92 1.80 -0.36 -0.77 -1.78 -0.54 1.12 -0.34 -0.66 -1.85 -0.42 0.84 0.57 0.93 0.52 0.51 0.72 0.55 0.68 0.75 0.56 0.67

***

Here is 2 unconnected molecules or ions with the total composition C11H17N4 from OMol25. Energies are from wB97M-V/def2-TZVPD.

The geometry in XYZ format:
```
32
C11H17N4 wB97M-V/def2-TZVPD
C 0.63 -1.84 -0.89
C 0.90 -2.12 1.45
N 0.49 -2.59 0.27
N 1.89 -1.15 1.63
N 0.42 -2.75 2.54
H -0.44 -3.14 0.43
H 2.02 -0.76 0.64
H 2.65 -1.15 2.25
H -0.52 -3.21 2.67
H 0.69 -2.50 3.50
H 0.50 -2.46 -1.83
H 1.71 -1.43 -1.13
H -0.17 -1.08 -1.09
C 0.19 0.99 -3.14
C -0.16 1.88 0.42
C -0.71 1.23 -0.75
C 0.03 1.75 -1.90
C 1.01 2.50 -1.30
C -0.79 1.69 1.70
C -2.00 0.96 1.80
C -1.86 0.44 -0.59
C -2.61 0.34 0.60
N 0.97 2.54 0.03
H 1.48 3.16 0.71
H -0.54 2.38 2.47
H 1.75 2.98 -1.82
H -2.30 0.89 2.87
H -2.26 0.02 -1.54
H 0.04 -0.09 -3.29
H 1.14 1.29 -3.57
H -3.52 -0.20 0.69
H -0.64 1.41 -3.84
```

Kohn-Sham gap (spin up / spin down)	9.49 / 5.98	eV
2S+1	2
expectation value of S²	0.775
E_LUMO (spin up / spin down)	-6.51 / -10.06	eV
charge	+2
energy	-17625.088	eV

Partial charges, natural (NBO), in e: -0.48 0.69 -0.54 -0.79 -0.77 0.44 0.41 0.45 0.44 0.44 0.27 0.23 0.22 -0.70 0.17 -0.16 0.13 0.15 -0.22 -0.10 -0.13 -0.22 -0.46 0.47 0.25 0.24 0.26 0.24 0.27 0.25 0.26 0.30

***

Here is 2 unconnected molecules or ions with the total composition C5H10N from OMol25. Energies are from wB97M-V/def2-TZVPD.

The geometry in XYZ format:
```
16
C5H10N wB97M-V/def2-TZVPD
C -0.35 0.82 0.38
C -0.77 2.09 0.44
C 0.35 -0.30 0.73
C 2.68 0.10 -0.18
C -1.94 -1.06 -0.39
N -0.67 -0.32 -0.50
H -1.64 2.39 0.00
H -0.26 2.75 1.16
H 0.32 -1.10 1.54
H 3.02 0.60 0.80
H 2.30 0.80 -1.00
H 2.74 -0.93 -0.38
H -2.30 -1.11 0.62
H -2.86 -0.60 -1.01
H -1.86 -2.11 -0.81
H -0.37 -0.32 -1.48
```

Kohn-Sham gap (spin up / spin down)	8.10 / 9.52	eV
2S+1	3
expectation value of S²	2.038
E_LUMO (spin up / spin down)	-3.48 / -6.71	eV
charge	+1
energy	-6823.006	eV

Partial charges, natural (NBO), in e: 0.04 -0.25 0.12 -0.53 -0.46 -0.42 0.23 0.25 0.29 0.20 0.17 0.18 0.24 0.25 0.25 0.44